C6H14FN | wB97M-V/def2-TZVPD

Geometry as ORCA input:
```
! RIJCOSX wB97M-V def2-TZVPD def2/J DEFGRID3
* xyz 0 1
C -0.69406 -0.28546 3.10021
C -0.93229 -1.14300 2.14189
C -2.05188 -1.39234 1.16924
F -0.03576 -2.19418 2.13232
H 0.09702 -0.20985 3.96246
H -1.45579 0.54346 3.21191
H -1.81045 -2.16113 0.36900
H -2.22652 -0.42457 0.73605
H -2.96195 -1.53858 1.67090
C 2.21362 0.96002 -0.67456
C 1.43634 -0.05303 -1.45580
N 0.03108 0.01290 -1.59735
C -0.40591 1.19935 -2.19968
H 1.83197 1.18002 0.28918
H 3.17817 0.43966 -0.46850
H 2.32636 1.87939 -1.17952
H 1.99645 -0.17925 -2.45969
H 1.45722 -1.11205 -0.98034
H -0.40835 -0.19389 -0.74079
H -0.02775 1.43449 -3.12049
H -1.41586 1.15825 -2.31782
H -0.14166 2.07979 -1.58861
*
```

## Properties
orbital gap	9.44	eV
structure (SMILES)	C=C(C)F.CCNC
LUMO energy	0.0323	hartree
HOMO energy	-8.56	eV

=====

C6H14FN3O2S2 | wB97M-V/def2-TZVPD

Geometry as ORCA input:
```
! RIJCOSX wB97M-V def2-TZVPD def2/J DEFGRID3
* xyz 0 1
C 2.50737 1.54798 -2.98551
C 2.14317 1.89114 -1.55975
S 2.20807 3.62606 -1.10276
C 2.42573 0.87804 -0.45572
O 2.97629 -0.34921 -0.79872
C 1.02164 1.14274 -0.89048
F 0.46020 0.11125 -1.60897
H 3.53606 1.86007 -3.19416
H 1.84014 2.06239 -3.68519
H 2.43950 0.47403 -3.15837
H 3.54300 3.70650 -0.98043
H 2.76149 1.25413 0.50684
H 2.24595 -0.91952 -1.06985
H 0.29242 1.64477 -0.25947
N -1.86385 -1.93855 -0.52809
N -2.84850 -1.64766 0.42413
C -2.38857 -1.23262 1.54161
C -3.34978 -0.90742 2.64561
S -2.97114 -1.76043 4.21085
N -0.99694 -1.10912 1.75015
O -0.46155 -0.08102 0.91704
H -1.14310 -2.53159 -0.10598
H -2.31550 -2.44720 -1.27490
H -3.29345 0.15893 2.88707
H -4.36591 -1.13252 2.31399
H -3.10421 -3.00978 3.74105
H -0.76953 -0.81516 2.69398
H -0.52897 -0.47622 0.02604
*
```

## Properties
orbital gap	9.67	eV
structure (SMILES)	C[C@]1(S)[C@H](O)[C@@H]1F.N/N=C(/CS)NO
LUMO energy	0.0255	hartree
HOMO energy	-8.98	eV

=====

C6H14IN2O | wB97M-V/def2-TZVPD

Geometry as ORCA input:
```
! RIJCOSX wB97M-V def2-TZVPD def2/J DEFGRID3
* xyz 1 3
C -1.90412 -1.82629 -1.48756
C -1.63933 -0.36544 -1.32162
C 1.52035 1.50420 2.67425
C 1.60047 1.71950 1.17715
C 1.07328 0.52912 0.34776
C 0.35971 0.95005 -0.99499
N -1.86696 -0.90342 -0.03502
N -0.66340 -2.64503 -1.41134
O -0.30007 -0.11752 -1.60199
I -3.69153 -0.48444 0.90597
H -2.82071 -2.32704 -1.49983
H -2.23427 0.49151 -1.80943
H 1.97080 0.46147 2.71287
H 2.10262 2.30900 3.08837
H 0.39990 1.48396 3.00780
H 1.14656 2.70784 0.94786
H 2.75024 1.78541 0.89850
H 1.93720 -0.10867 -0.02129
H 0.60592 -0.01367 1.15297
H -0.28970 1.78675 -0.71139
H 1.08398 1.35003 -1.81860
H -0.49379 -3.03833 -2.30546
H -0.74206 -3.29245 -0.61392
H 0.09493 -1.95658 -1.28109
*
```

## Properties
orbital gap (alpha / beta)	7.32 / 6.46	eV
LUMO energy (alpha / beta)	-0.1206 / -0.2548	hartree
HOMO energy (alpha / beta)	-10.61 / -13.40	eV

=====

C6H14KO3 | wB97M-V/def2-TZVPD

Geometry as ORCA input:
```
! RIJCOSX wB97M-V def2-TZVPD def2/J DEFGRID3
* xyz 1 1
K -1.51424 3.73382 0.94848
C -1.93998 0.59465 -2.66705
O -0.80473 1.01506 -1.82346
C 0.43417 0.42140 -2.18122
C 1.57975 0.74437 -1.23911
O 1.19701 0.49500 0.13942
C 1.41463 -0.84849 0.66096
C 0.86736 -1.14051 2.03744
O -0.27503 -0.31084 2.15860
C -1.16791 -0.63753 3.17416
H -1.87273 0.99335 -3.67929
H -2.81173 1.12788 -2.28782
H -1.98550 -0.49273 -2.72718
H 0.72321 0.83090 -3.14914
H 0.43016 -0.66413 -2.27977
H 1.88312 1.78881 -1.31128
H 2.46374 0.13247 -1.41861
H 2.50043 -0.91546 0.59300
H 0.92336 -1.41503 -0.13011
H 1.60279 -0.88656 2.80081
H 0.65909 -2.20631 2.13120
H -1.97572 0.06905 3.36461
H -0.66725 -0.90453 4.10483
H -1.66408 -1.52466 2.78055
*
```

## Properties
orbital gap	8.04	eV
LUMO energy	-0.1483	hartree
HOMO energy	-12.07	eV

=====

C6H14MgO4Pr | wB97M-V/def2-TZVPD

Geometry as ORCA input:
```
! RIJCOSX wB97M-V def2-TZVPD def2/J DEFGRID3
* xyz 4 4
O 1.37362 2.73683 3.86347
Mg 0.99547 4.30808 4.76956
C 2.19692 1.68559 3.92773
H 2.85517 1.49419 3.06850
H 0.87817 -0.38705 2.31753
H 2.68498 1.45929 4.88584
O 0.11359 -0.62951 1.59163
C -0.85423 0.41577 1.65878
C -1.74842 0.43234 0.44492
O -0.91726 0.10964 -0.67081
C -1.54893 -0.07591 -1.93576
C -0.46994 -0.56656 -2.87209
O 0.23917 -1.62671 -2.21275
C 1.11314 -2.36150 -3.07552
Pr 0.51638 -1.53586 -0.08661
H -0.19980 1.38078 1.81657
H -1.46086 0.36106 2.57220
H -2.20763 1.41923 0.30380
H -2.55446 -0.31258 0.52757
H -1.96775 0.87107 -2.29909
H -2.35470 -0.81777 -1.83297
H 0.24456 0.23224 -3.11562
H -0.92065 -0.94872 -3.79678
H 1.67620 -3.06502 -2.45633
H 0.51601 -2.90820 -3.81471
H 1.80123 -1.67073 -3.57905
*
```

## Properties
orbital gap (alpha / beta)	4.37 / 8.15	eV
LUMO energy (alpha / beta)	-0.5452 / -0.5321	hartree
HOMO energy (alpha / beta)	-19.21 / -22.63	eV

=====

C6H14N2 | wB97M-V/def2-TZVPD

Geometry as ORCA input:
```
! RIJCOSX wB97M-V def2-TZVPD def2/J DEFGRID3
* xyz 0 1
C -2.06549 2.16179 -0.04639
N -0.89870 1.30398 -0.11673
C -1.02526 0.01704 -0.09216
C -2.36672 -0.68420 -0.00245
N 0.09219 -0.77003 -0.11616
C 1.47175 -0.16340 0.01987
C 2.09135 -0.71978 1.29396
C 2.27346 -0.53294 -1.21849
H -2.43286 2.23952 0.98196
H -2.87974 1.83692 -0.70165
H -1.78033 3.16737 -0.37185
H -2.89939 -0.34809 0.89161
H -2.24097 -1.76873 0.05889
H -2.96660 -0.45418 -0.88703
H -0.00559 -1.77566 -0.04932
H 1.45364 0.92728 0.09961
H 3.09677 -0.31104 1.44276
H 2.16064 -1.81196 1.26302
H 1.48626 -0.45061 2.16616
H 2.35388 -1.61800 -1.33809
H 1.79698 -0.12986 -2.11835
H 3.28478 -0.11542 -1.15917
*
```

## Properties
orbital gap	9.14	eV
structure (SMILES)	C/N=C(\C)NC(C)C
LUMO energy	0.0357	hartree
HOMO energy	-8.17	eV

=====

Which largest force on an atom belongs to each record? In order, 0.0785; 0.0147; 0.0946; 0.0575; 0.1415; 0.0278 Eh/bohr.